[1]
Computed, not measured: C35H49As3BMnN4P as an isolated structure, with ωB97M-V with the def2-TZVPD basis set.

The calculation puts the lowest unoccupied orbital energy (spin up / spin down) at 0.5 / 0.5 eV. As for the total charge: 0. The calculation puts the electronic energy at -266851.4908 eV. The spin multiplicity is 2. The strongest force on any atom comes out at 0.67 eV Å⁻¹. The highest occupied orbital energy (spin up / spin down) comes out at -0.282 / -0.268 hartree.

XYZ file:
```
94
Properties=species:S:1:pos:R:3:forces:R:3:lowdin_spin:R:1
As 1.7477 -0.2867 -1.3827 0.09 0.07 -0.12 -0.0096
As 6.7314 2.0083 -0.0568 0.05 -0.02 -0.02 0.0000
As 1.9280 0.6833 1.6791 0.11 0.23 0.15 -0.0027
Mn -0.0202 0.1153 0.2694 -0.45 -0.48 -0.13 1.0070
P -1.3458 1.6089 -1.4559 -0.07 -0.08 0.12 -0.0014
N -1.0053 -1.9800 2.2467 0.13 -0.03 -0.02 -0.0002
N -0.0147 -1.6422 1.3965 0.02 -0.07 -0.04 -0.0062
N -1.2125 1.0078 1.6944 -0.06 -0.12 0.06 0.0045
N -1.9264 0.3388 2.6187 -0.04 0.06 -0.13 0.0024
C -1.2970 2.3029 1.9987 0.05 -0.02 0.01 0.0066
C -5.1295 3.0307 0.7874 0.01 0.01 0.00 -0.0004
C -0.2691 3.6088 -3.1407 0.07 0.01 0.03 -0.0001
C 0.3215 -3.7463 2.1116 0.04 0.00 0.05 -0.0004
C -1.2281 -0.9047 -1.0750 -0.04 0.25 -0.19 -0.0140
C -3.1731 3.5194 -0.5195 0.04 0.01 -0.02 -0.0003
C -4.8613 1.6752 0.6664 0.00 -0.03 -0.02 0.0002
C 3.3282 1.9270 1.0790 0.08 -0.04 -0.08 -0.0002
C -1.9690 -2.7303 -2.5021 0.01 0.09 -0.02 -0.0026
C 3.1224 -0.7836 2.1816 -0.04 0.00 0.07 -0.0043
C -2.4948 2.9025 -3.6673 0.00 -0.01 0.02 -0.0002
C -1.3583 2.7920 -2.8612 0.02 -0.08 -0.11 -0.0007
C -3.7558 1.2402 -0.0511 -0.02 -0.01 0.02 -0.0002
C 3.5880 1.9617 -0.4412 -0.06 -0.04 0.06 -0.0002
C -2.2494 -0.4726 -3.2893 -0.23 -0.30 0.02 -0.0017
C 0.7854 -2.7059 1.3106 0.00 0.07 -0.04 -0.0007
C -0.8185 -3.2272 2.6948 -0.05 -0.02 -0.01 0.0000
C -1.4144 -2.2734 -1.3100 -0.01 -0.01 0.01 0.0062
C 6.5033 0.1316 0.4766 -0.01 0.01 0.01 -0.0001
C -2.0819 2.4866 3.1354 0.05 0.01 -0.02 0.0009
C -2.3666 -1.8418 -3.5008 0.01 0.02 0.05 0.0102
C 1.3871 0.2202 -3.2280 0.07 0.02 0.00 -0.0034
C -4.2823 3.9528 0.1888 -0.05 0.01 0.04 0.0001
C -0.2964 4.5020 -4.2061 -0.04 -0.01 0.01 0.0000
C -2.4608 1.2041 3.4888 -0.02 -0.03 0.01 0.0053
C 4.9607 2.5997 -0.7314 -0.01 0.09 -0.03 -0.0001
C 2.4443 -2.0646 -1.7890 -0.01 -0.01 0.00 0.0013
C -1.4226 4.5859 -5.0077 0.03 0.02 0.00 0.0000
C -1.7189 -0.0496 -2.0815 0.44 0.38 0.23 0.0085
C 6.7126 2.7781 1.7549 -0.01 -0.01 0.00 0.0000
C 3.5193 0.5720 -1.1079 0.02 -0.05 0.01 -0.0043
C 2.5414 2.8666 -1.0927 -0.01 0.04 -0.01 -0.0008
C -2.5246 3.7851 -4.7329 -0.02 0.00 -0.03 0.0000
C -2.8990 2.1585 -0.6472 -0.01 0.04 -0.02 0.0001
C 1.6182 1.3391 3.4839 0.05 -0.02 -0.01 0.0020
B -2.3052 -1.1545 2.4339 0.01 0.08 0.11 0.0006
H 7.7390 2.8068 2.1188 0.00 0.00 0.01 0.0000
H -2.5197 4.2529 -0.9788 0.01 -0.01 -0.01 0.0000
H 1.5299 2.5062 -0.8873 0.00 -0.02 0.02 -0.0004
H 3.9591 0.6364 -2.1081 0.02 0.00 0.01 -0.0004
H -2.9982 -1.2845 1.4587 -0.04 0.02 -0.08 0.0002
H 2.5957 -1.4735 2.8375 -0.02 0.00 -0.01 0.0000
H 6.3383 3.8007 1.7118 0.01 0.00 -0.01 0.0000
H 6.3658 -0.4999 -0.3996 0.01 0.00 0.00 0.0000
H 4.1162 -0.1525 -0.5532 0.01 0.01 0.01 -0.0001
H -1.4480 5.2794 -5.8384 -0.01 0.00 0.00 0.0000
H 2.9471 -2.5070 -0.9305 0.01 0.02 0.00 0.0000
H 0.5616 5.1326 -4.4016 0.00 0.00 0.00 0.0000
H -3.0885 0.8413 4.2849 -0.01 0.02 0.00 0.0005
H 5.6760 -0.0137 1.1692 0.01 -0.02 -0.02 0.0000
H -5.9938 3.3680 1.3453 0.00 0.00 0.00 0.0000
H 0.7532 -4.7214 2.2515 0.01 0.00 0.01 -0.0001
H 2.6833 2.9004 -2.1765 0.01 -0.01 0.01 0.0000
H -2.3449 3.4112 3.6176 0.00 0.00 0.00 -0.0001
H 5.0885 2.6366 -1.8175 0.00 0.00 0.01 0.0000
H -5.5100 0.9446 1.1334 0.00 0.01 0.00 0.0000
H 6.1092 2.2073 2.4593 -0.02 0.00 0.00 0.0000
H -2.7675 -2.2193 -4.4334 0.00 0.01 0.00 0.0007
H 0.6117 3.5619 -2.5153 -0.04 0.00 -0.01 0.0000
H 1.0917 1.2654 -3.2918 -0.01 0.00 0.00 -0.0001
H 1.0286 0.5873 4.0092 -0.02 0.02 0.01 0.0001
H -2.0775 -3.7960 -2.6695 0.00 0.00 0.00 -0.0005
H 0.5744 -0.3963 -3.6090 -0.01 -0.02 0.02 0.0000
H 1.6152 -2.7054 -2.0881 0.00 0.00 0.01 0.0000
H -2.5574 0.2282 -4.0551 0.00 0.01 0.00 -0.0004
H -1.0975 -3.0035 -0.5712 0.00 0.00 0.00 0.0002
H -3.5473 0.1810 -0.1232 0.01 -0.02 0.00 0.0000
H -2.8497 -1.5289 3.4432 0.01 -0.02 0.02 0.0000
H 4.9338 3.6475 -0.4088 -0.01 -0.01 0.00 0.0000
H -3.3724 2.3099 -3.4388 0.00 0.00 0.00 0.0000
H -3.4128 3.8564 -5.3478 0.00 0.00 0.00 0.0000
H -1.5225 -3.6573 3.3866 0.00 -0.01 0.00 0.0000
H 7.4291 -0.1675 0.9689 0.00 0.00 0.00 0.0000
H 3.4826 -1.3387 1.3163 0.00 0.04 -0.01 -0.0001
H 3.9726 -0.3556 2.7141 0.00 -0.04 0.01 -0.0005
H 2.5678 1.4864 3.9989 -0.02 0.01 0.02 0.0001
H -0.7937 3.0320 1.3824 -0.01 0.02 0.01 0.0008
H 3.0602 2.9315 1.4182 -0.02 0.00 0.01 0.0000
H 2.2863 0.0565 -3.8234 -0.01 0.01 -0.01 -0.0004
H 1.6551 -2.6744 0.6805 0.01 -0.01 -0.01 -0.0001
H 4.2332 1.6435 1.6168 0.00 0.02 -0.02 0.0000
H 2.6187 3.8877 -0.7105 0.00 0.00 0.00 0.0000
H 3.1588 -1.9791 -2.6080 -0.01 -0.03 -0.01 0.0001
H -4.4844 5.0132 0.2761 0.00 0.00 0.00 0.0000
H 1.0518 2.2667 3.4647 0.00 0.03 -0.02 0.0000
```
Positions in Å, forces in eV/Å.

[2]
Computed, not measured: C35H50BaCl5Ge3 as an isolated structure, with ωB97M-V with the def2-TZVPD basis set.

The calculation puts the lowest unoccupied orbital energy (spin up / spin down) at -4.6 / -5.2 eV. As for the total charge: +1. The calculation puts the electronic energy at -269950.3623 eV. The strongest force on any atom comes out at 0.71 eV Å⁻¹. The highest occupied orbital energy (spin up / spin down) comes out at -0.397 / -0.397 hartree.

XYZ file:
```
94
Properties=species:S:1:pos:R:3:forces:R:3:mulliken_charge:R:1
Ba 0.7629 -0.4291 -1.4005 0.44 0.55 0.07 1.5396
Ge -0.8910 -3.4662 -1.1638 -0.10 -0.38 0.02 -0.2930
Ge -1.8706 1.4338 -0.4236 -0.08 0.19 0.05 -0.2771
Ge 0.0804 2.2829 0.9364 -0.07 -0.21 0.07 -0.5924
Cl 0.0089 3.7739 -2.3163 0.01 0.12 -0.01 -0.1740
Cl 2.1639 3.5115 -7.2547 -0.01 0.00 0.02 -0.1767
Cl 2.3430 -0.8113 -4.0319 0.00 -0.11 0.02 -0.2905
Cl 2.9730 0.5412 -6.7421 -0.02 -0.01 0.03 -0.1772
Cl 0.6834 5.1133 -5.0360 -0.01 -0.04 0.05 -0.1717
C 1.6464 -4.9603 -0.7186 0.03 0.01 0.01 0.9168
C -2.0780 -3.5053 0.3996 -0.03 -0.04 -0.02 -0.6148
C -3.4052 1.8904 -2.7902 0.00 -0.03 -0.01 -1.5369
C 4.1636 -0.4539 -0.8971 0.04 -0.03 -0.10 -0.7552
C 2.3696 -6.3066 -0.6725 0.01 -0.01 0.01 -0.7986
C 1.7708 -7.2691 0.3467 0.00 0.01 -0.01 -1.1125
C -1.2914 3.6797 0.9646 0.04 0.07 -0.04 0.1376
C -0.6936 -4.5036 2.3122 0.02 0.00 -0.03 0.3518
C 3.6167 -0.6891 1.3583 0.05 0.05 0.03 -0.8872
C -2.0933 1.2092 -2.3844 0.07 -0.18 0.09 0.1963
C 3.6144 -1.6967 -0.6980 -0.06 -0.03 -0.04 -0.9892
C 3.2518 -1.8334 0.7271 -0.11 -0.03 -0.08 0.1028
C -1.4124 -3.2727 1.7596 -0.01 0.03 0.02 -0.1599
C 0.1553 1.3171 2.6567 -0.09 -0.12 0.04 -0.2748
C 1.1506 3.4853 -4.7418 0.05 0.00 -0.05 -0.5273
C -4.2723 0.5482 0.9290 0.00 -0.06 0.00 -1.4127
C 1.8115 2.7721 -5.7488 -0.04 -0.06 0.11 0.5949
C -1.6458 -5.5994 2.7780 0.01 0.01 -0.01 -1.4977
C -2.3453 3.1746 0.3001 -0.10 0.06 -0.04 -0.0902
C -2.0702 6.0281 1.3399 -0.01 0.01 -0.02 -0.5523
C 1.2529 1.5539 -3.2212 0.07 -0.27 -0.35 -1.4114
C -1.1981 1.0034 3.2923 0.04 0.04 0.03 -1.0926
C 2.0113 2.6121 0.7076 -0.01 -0.02 0.00 1.1005
C -0.1633 6.3818 3.3258 -0.01 0.02 0.00 -0.9276
C -1.0317 7.4152 3.0074 0.01 -0.02 0.00 -0.4474
C 1.8749 0.9067 -4.2698 0.03 0.15 -0.06 1.9367
C 2.1749 1.4464 -5.5193 0.01 0.05 0.06 -0.6863
C 2.6505 3.4652 -0.3767 -0.03 0.01 0.00 -1.3818
C -3.0008 -0.0248 0.2925 -0.06 0.04 0.11 0.5250
C 0.2749 -5.0350 -1.3860 -0.09 -0.01 -0.05 -0.8854
C -1.9821 7.2357 2.0102 0.00 0.01 0.01 -0.8388
C 4.2315 0.1761 0.3718 -0.07 0.02 0.03 -0.0239
C -1.2086 4.9768 1.6562 -0.02 0.00 -0.01 0.5448
C 0.8869 2.8585 -3.5244 -0.01 0.12 0.03 0.2673
C -0.2497 5.1758 2.6481 0.00 -0.02 -0.01 0.0249
H -0.0208 -4.9109 1.5504 -0.02 0.01 0.03 -0.5116
H -0.0589 -4.1999 3.1480 -0.01 0.01 0.01 0.4158
H 2.4553 1.6107 0.7347 -0.01 0.01 -0.04 -1.1520
H 3.4213 -6.1360 -0.4296 0.00 -0.01 0.00 0.3528
H 3.5193 -0.4631 2.4081 0.01 -0.01 0.01 0.5128
H -2.5540 -4.4906 0.3655 -0.01 0.00 0.03 0.4758
H 4.6917 1.1315 0.5760 0.01 0.00 0.00 0.5702
H 0.5816 6.5165 4.0987 0.01 0.00 0.01 0.4100
H -1.0823 0.6380 4.3135 -0.01 -0.01 0.00 0.4959
H -1.8293 1.8936 3.3303 0.00 0.00 0.02 0.2559
H 3.7149 3.5965 -0.1684 0.01 0.00 -0.01 0.4534
H -4.9636 -0.2459 1.2151 0.00 0.00 0.02 0.4236
H -2.2583 -5.9848 1.9616 -0.01 -0.01 0.00 0.3310
H -3.3063 3.6802 0.2383 0.02 0.03 0.00 0.5282
H -2.4711 -0.6312 1.0288 0.03 -0.04 -0.07 -0.4640
H -2.8694 -2.7814 0.2150 0.00 0.02 -0.01 0.2955
H 1.5564 -4.5745 0.3026 0.03 0.00 -0.02 -0.4420
H 2.5533 3.0125 -1.3624 0.01 0.00 0.01 0.1092
H 0.7546 1.9399 3.3267 0.00 0.02 0.03 0.5265
H 2.2473 3.0215 1.6971 0.01 0.03 -0.01 0.5257
H 2.2013 4.4562 -0.4223 0.00 0.00 0.00 0.3852
H 2.2584 -4.2413 -1.2681 0.03 0.03 -0.03 -0.0773
H -1.6853 -3.1646 -2.4595 0.01 0.05 0.01 0.1679
H -3.2527 -0.6774 -0.5477 -0.04 0.00 -0.01 0.6004
H -4.2662 1.4412 -2.2900 0.01 0.02 0.00 0.3534
H 2.3542 -6.7552 -1.6696 -0.01 0.00 0.00 0.3336
H 0.7070 -7.4398 0.1724 0.00 -0.02 -0.01 0.2620
H 1.8847 -6.8807 1.3611 -0.01 0.00 0.00 0.2597
H -0.3114 -5.8665 -0.9828 0.00 0.00 0.03 0.4118
H -0.7076 -2.4331 1.6965 -0.01 0.00 -0.01 -0.0810
H -2.6523 8.0446 1.7513 0.00 0.00 0.00 0.4010
H -4.0317 1.1229 1.8243 -0.01 0.02 -0.01 0.2543
H -2.1736 0.1325 -2.5942 0.01 -0.01 -0.01 0.4655
H 0.4309 4.3699 2.9032 0.01 0.00 0.00 0.1968
H -1.0951 -6.4419 3.1954 0.00 -0.01 0.00 0.4215
H 2.8142 -2.7122 1.1755 0.01 -0.02 0.01 0.4939
H -0.9648 8.3606 3.5286 0.00 0.01 0.00 0.4073
H -4.8011 1.2160 0.2465 -0.01 -0.02 0.00 0.3363
H 0.3894 -5.2218 -2.4553 -0.02 0.00 0.00 0.4872
H -2.1756 -2.9612 2.4800 0.01 -0.02 0.00 0.4596
H 3.5076 -2.4667 -1.4484 0.01 -0.03 -0.02 0.7239
H -1.7427 0.2412 2.7327 0.03 0.05 0.03 -0.0701
H -1.2685 1.6054 -2.9672 0.01 0.00 0.02 -0.1165
H 4.5415 -0.0621 -1.8280 0.04 0.01 0.02 0.4701
H 0.7430 0.4017 2.5115 -0.03 0.00 0.01 0.2711
H 2.2638 -8.2394 0.3054 0.01 0.00 0.01 0.4031
H -2.8022 5.9045 0.5517 0.00 -0.01 0.00 0.3593
H -3.5647 1.8057 -3.8654 -0.03 -0.01 0.00 0.4056
H -2.3197 -5.2246 3.5501 0.00 0.00 0.01 0.3774
H -3.3831 2.9514 -2.5402 0.01 0.01 -0.01 0.3423
```
Positions in Å, forces in eV/Å.